(1)
{"formula": "C15H10CdCl5N3OS", "method": "wB97M-V/def2-TZVPD", "total_charge": -2, "lumo_energy_ev": 4.345, "de_lowest_kcal_mol": 0.0, "homo_energy_ev": -0.744, "gap_ev": 5.088, "e_tot_ha": -3683.98489, "elements": ["Cd", "N", "C", "S", "N", "N", "C", "C", "C", "C", "C", "C", "C", "O", "H", "H", "H", "H", "H", "H", "H", "Cl", "C", "C", "C", "Cl", "C", "Cl", "C", "Cl", "C", "Cl", "C", "H", "H", "H"], "xyz": [[-0.6281, 0.9120, -0.5240], [-3.1874, -2.7759, -1.8196], [-2.2556, -1.9840, -1.2024], [-2.6504, -0.8547, -0.0002], [-1.0276, -2.2270, -1.7867], [-0.0952, -1.3488, -1.4052], [1.1157, -1.6672, -1.7849], [2.3668, -1.0837, -1.3562], [3.5021, -1.8522, -1.7382], [4.7932, -1.4010, -1.4482], [4.9481, -0.2159, -0.7143], [3.8422, 0.5449, -0.2647], [2.5138, 0.1642, -0.5702], [1.5443, 0.7962, -0.0424], [-4.0556, -2.8767, -1.3620], [-2.8207, -3.5124, -2.4371], [1.2564, -2.5259, -2.4313], [3.3768, -2.8028, -2.2870], [5.6544, -2.0620, -1.7426], [5.9547, 0.1003, -0.3933], [4.0480, 1.4292, 0.3200], [-0.1536, -0.8818, 2.5739], [-1.2742, 0.4283, 2.7021], [-1.6630, 1.1101, 1.5762], [-2.7194, 1.9787, 1.7224], [-3.2753, 2.8070, 0.3345], [-3.3438, 2.1945, 2.9492], [-4.7927, 3.1342, 3.1182], [-2.8870, 1.5537, 4.0999], [-3.7275, 1.6512, 5.5711], [-1.7563, 0.7601, 3.9697], [-0.9420, 0.2083, 5.4001], [-0.4385, 2.4998, -2.1242], [0.5923, 2.2431, -2.3814], [-0.6307, 3.4518, -1.6950], [-1.1840, 2.1044, -2.8262]]}

=====

(2)
{"formula": "C23H64O19S9", "method": "wB97M-V/def2-TZVPD", "total_charge": 1, "lumo_energy_ev": [-3.007, -7.943], "de_lowest_kcal_mol": 0.0, "homo_energy_ev": [-10.589, -10.464], "gap_ev": [7.582, 2.521], "multiplicity": 2, "e_tot_ha": -5927.34317, "elements": ["O", "S", "O", "O", "C", "C", "C", "H", "H", "H", "H", "H", "H", "H", "H", "O", "S", "O", "O", "C", "C", "C", "H", "H", "H", "H", "H", "H", "H", "H", "O", "S", "O", "O", "C", "C", "C", "H", "H", "H", "H", "H", "H", "H", "H", "O", "S", "O", "O", "C", "C", "C", "H", "H", "H", "H", "H", "H", "H", "H", "O", "S", "O", "O", "C", "C", "C", "H", "H", "H", "H", "H", "H", "H", "H", "C", "S", "O", "C", "H", "H", "H", "H", "H", "H", "C", "S", "O", "C", "H", "H", "H", "H", "H", "H", "C", "S", "O", "C", "H", "H", "H", "H", "H", "H", "C", "S", "O", "C", "H", "H", "H", "H", "H", "H"], "xyz": [[-13.4825, -15.4208, 14.3270], [-14.5202, -15.4981, 15.3383], [-14.6045, -16.6846, 16.2216], [-14.3102, -14.1306, 16.3002], [-13.8070, -12.9825, 15.6646], [-13.9046, -11.8092, 16.7268], [-16.1070, -15.0638, 14.4462], [-14.3816, -12.6384, 14.8047], [-12.7579, -13.1141, 15.3997], [-13.5979, -10.8856, 16.2359], [-13.1530, -12.0578, 17.4760], [-14.9152, -11.6077, 17.0822], [-16.9636, -15.5321, 14.9311], [-16.0708, -15.4805, 13.4396], [-16.1850, -13.9828, 14.3305], [-15.6632, -8.7275, 10.6936], [-14.4975, -9.2486, 9.9575], [-14.3046, -9.1993, 8.5255], [-13.1450, -8.5659, 10.6081], [-12.9779, -7.1645, 10.6579], [-12.1437, -6.8454, 11.8945], [-14.2528, -11.0210, 10.5400], [-13.9316, -6.6407, 10.7235], [-12.4922, -6.7202, 9.7892], [-12.1424, -5.7685, 12.0630], [-11.1179, -7.2123, 11.9274], [-12.6195, -7.3121, 12.7570], [-14.3933, -11.1024, 11.6179], [-13.2499, -11.3461, 10.2632], [-15.0308, -11.6443, 10.0993], [-7.2700, -7.8817, 13.2403], [-7.6840, -6.7224, 12.4156], [-8.0760, -6.8845, 11.0290], [-8.9790, -5.8519, 13.1559], [-9.0639, -5.6307, 14.4989], [-9.9931, -6.6426, 15.1178], [-6.3963, -5.3897, 12.5770], [-9.3815, -4.5963, 14.6301], [-8.1075, -5.6246, 15.0219], [-9.7102, -7.6642, 14.8641], [-11.0287, -6.4936, 14.8119], [-10.1240, -6.6186, 16.1997], [-5.4383, -5.7880, 12.2428], [-6.3581, -5.0411, 13.6090], [-6.6760, -4.5615, 11.9259], [-6.1925, -9.6724, 7.0961], [-7.0584, -9.2603, 8.1747], [-8.3027, -9.9534, 8.3032], [-6.2646, -9.2799, 9.6505], [-5.1890, -8.3794, 9.8402], [-4.4168, -8.8814, 11.0055], [-7.4071, -7.4691, 7.7786], [-5.5314, -7.3556, 9.9911], [-4.5146, -8.3346, 8.9849], [-4.6734, -8.6249, 12.0333], [-3.4325, -8.4303, 10.8803], [-4.2770, -9.9613, 10.9563], [-6.4490, -6.9492, 7.7804], [-8.1121, -7.0787, 8.5125], [-7.8857, -7.4773, 6.7993], [-19.4798, -7.6958, 16.2428], [-18.6102, -8.7883, 15.8685], [-19.0603, -9.8333, 14.9507], [-17.1221, -8.0783, 15.4629], [-16.0653, -8.9757, 14.9740], [-14.9021, -8.1413, 14.4490], [-18.1613, -9.6971, 17.3819], [-16.4330, -9.6622, 14.2113], [-15.7480, -9.5957, 15.8124], [-14.5359, -7.3434, 15.0950], [-15.0801, -7.7118, 13.4632], [-13.9898, -8.7106, 14.2709], [-17.9871, -8.9685, 18.1737], [-17.3458, -10.4163, 17.3054], [-19.0319, -10.3420, 17.5014], [-11.3087, -10.6194, 13.1775], [-10.1433, -11.6056, 12.1115], [-10.8989, -12.4429, 11.0907], [-9.5122, -10.1466, 11.2479], [-11.6771, -11.2150, 14.0127], [-12.1888, -10.2610, 12.6436], [-10.7736, -9.7703, 13.6026], [-9.0143, -9.4695, 11.9420], [-10.4138, -9.7294, 10.7995], [-8.8481, -10.3620, 10.4108], [-15.6351, -15.7494, 9.3160], [-13.9655, -15.5873, 10.0357], [-13.2813, -16.9600, 9.9081], [-13.2553, -14.4621, 8.7820], [-15.5798, -16.5688, 8.5992], [-16.1090, -14.8813, 8.8579], [-16.3753, -16.0857, 10.0420], [-12.2689, -14.1656, 9.1386], [-13.9717, -13.6600, 8.6044], [-13.2243, -15.0029, 7.8362], [-9.6215, -11.9753, 18.3228], [-9.5214, -11.1228, 16.6994], [-10.8003, -10.3685, 16.3527], [-8.4477, -9.7773, 17.3598], [-10.2962, -12.8310, 18.2928], [-9.9158, -11.4039, 19.2031], [-8.6748, -12.5007, 18.4485], [-8.0210, -9.1453, 16.5809], [-7.6416, -10.2356, 17.9328], [-9.0845, -9.2104, 18.0390], [-4.6301, -12.7630, 11.4633], [-5.9452, -13.9789, 10.9616], [-7.0813, -13.6764, 11.9003], [-6.3874, -13.1170, 9.3792], [-4.9785, -11.7557, 11.6916], [-3.7406, -12.6648, 10.8409], [-4.3403, -13.0965, 12.4597], [-7.3341, -12.5791, 9.4296], [-6.6401, -13.9010, 8.6653], [-5.6418, -12.4464, 8.9521]]}

=====

(3)
{"formula": "C17H22BCl2F4N2RuS3", "method": "wB97M-V/def2-TZVPD", "total_charge": 2, "lumo_energy_ev": [-6.443, -8.864], "de_lowest_kcal_mol": 9.7, "homo_energy_ev": [-14.709, -14.708], "gap_ev": [8.266, 5.844], "multiplicity": 6, "e_tot_ha": -3404.26708, "elements": ["Ru", "C", "C", "C", "C", "N", "C", "C", "C", "C", "C", "C", "N", "H", "H", "H", "H", "H", "H", "H", "H", "C", "C", "S", "C", "C", "S", "C", "C", "S", "H", "H", "H", "H", "H", "H", "H", "H", "H", "H", "H", "H", "Cl", "C", "Cl", "H", "H", "F", "B", "F", "F", "F"], "xyz": [[0.0335, -0.5531, -0.1426], [3.8521, 1.3441, 1.3872], [3.8203, 2.6161, 0.8399], [2.7632, 2.9765, 0.0206], [1.7530, 2.0633, -0.2241], [1.7513, 0.8611, 0.3778], [2.7966, 0.4935, 1.1332], [0.6522, 2.3304, -1.1788], [0.7233, 3.3436, -2.1183], [-0.3243, 3.5269, -3.0042], [-1.4346, 2.7048, -2.9186], [-1.4335, 1.7072, -1.9689], [-0.4110, 1.5117, -1.1218], [4.6801, 1.0077, 1.9957], [4.6214, 3.3180, 1.0318], [2.7325, 3.9599, -0.4274], [2.7915, -0.5161, 1.5198], [1.6008, 3.9706, -2.1783], [-0.2715, 4.3050, -3.7548], [-2.2831, 2.8236, -3.5779], [-2.2955, 1.0611, -1.8569], [-2.1614, -2.8986, 2.7562], [-0.7520, -2.6383, 3.2852], [0.4006, -1.5047, 2.4074], [0.3522, -0.0112, 3.4249], [-0.9374, 0.7659, 3.3151], [-1.2588, 1.2216, 1.5912], [-2.9981, 0.7391, 1.3736], [-3.2783, -0.7612, 1.2931], [-3.3764, -1.5698, 2.9217], [-2.5685, -3.7173, 3.3506], [-2.1551, -3.2404, 1.7274], [-0.2022, -3.5798, 3.3185], [-0.7924, -2.2454, 4.3014], [1.2069, 0.5792, 3.1017], [0.5360, -0.3176, 4.4552], [-0.8652, 1.6960, 3.8818], [-1.7861, 0.1911, 3.6739], [-3.3127, 1.2438, 0.4581], [-3.5458, 1.1993, 2.1965], [-2.5068, -1.2711, 0.7203], [-4.2225, -0.9219, 0.7742], [-1.6618, -1.4226, -2.1105], [-1.3407, -3.1608, -1.8407], [-0.4553, -3.3076, -0.3067], [-0.7018, -3.5122, -2.6396], [-2.2848, -3.6819, -1.7658], [1.3031, -0.2738, -2.0877], [2.0913, -1.5035, -1.9485], [1.9959, -1.6735, -0.4725], [3.3637, -1.3357, -2.3281], [1.3885, -2.5329, -2.5459]]}

=====

(4)
{"formula": "C12H16BrN", "method": "wB97M-V/def2-TZVPD", "lumo_energy_ev": [0.648, -0.768], "de_lowest_kcal_mol": 64.5, "homo_energy_ev": [-9.039, -7.372], "gap_ev": [9.687, 6.605], "e_tot_ha": -3095.42583, "elements": ["C", "C", "C", "C", "C", "C", "C", "C", "C", "C", "C", "C", "N", "Br", "H", "H", "H", "H", "H", "H", "H", "H", "H", "H", "H", "H", "H", "H", "H", "H"], "xyz": [[2.5093, 0.9607, 1.4350], [2.6913, -0.4065, 1.6084], [1.3086, 1.4249, 0.8872], [1.7759, -1.2678, 0.9532], [0.3546, 0.5377, 0.3160], [0.6332, -0.7822, 0.2600], [-0.8843, 1.1849, -0.2412], [-0.2406, -1.8675, -0.3504], [-0.4994, 1.7951, -1.5819], [-1.3848, 2.3524, 0.6337], [-1.0687, -2.6294, 0.6237], [-0.2707, -2.1473, -1.8231], [-1.9944, 0.3660, -0.5518], [-3.0888, 0.0123, 0.8643], [3.1634, 1.8343, 1.6791], [3.5130, -0.8514, 1.9676], [1.3658, 2.5096, 0.6886], [2.0570, -2.2778, 0.8499], [0.4505, 2.4006, -1.3613], [-1.3018, 2.5585, -1.7137], [-0.4730, 0.9178, -2.2222], [-0.7017, 3.2324, 0.7219], [-1.4405, 2.0602, 1.7473], [-2.2371, 2.7659, 0.1182], [-2.1547, -2.5116, 0.4294], [-0.7402, -2.1018, 1.5535], [-0.7637, -3.6514, 0.7773], [0.3401, -3.0704, -2.2086], [-0.0749, -1.1636, -2.3601], [-1.2382, -2.6136, -2.0698]]}

=====

(5)
{"formula": "C3H4OS", "method": "wB97M-V/def2-TZVPD", "lumo_energy_ev": 0.598, "de_lowest_kcal_mol": 59.5, "homo_energy_ev": -9.309, "gap_ev": 9.907, "e_tot_ha": -590.02990, "elements": ["C", "C", "C", "O", "S", "H", "H", "H", "H"], "xyz": [[-0.2538, -0.0057, -0.5332], [-2.0487, -0.7132, 0.4785], [1.0441, 0.2118, 0.2383], [-0.9438, -1.1808, -0.1150], [-1.7204, 0.9805, 0.0203], [-0.0533, 0.0417, -1.6103], [1.5034, 1.1823, 0.1621], [1.7393, -0.6050, 0.0641], [0.7333, 0.0885, 1.2952]]}

=====

(6)
{"formula": "C7H13N2S", "method": "wB97M-V/def2-TZVPD", "total_charge": 1, "lumo_energy_ev": -2.950, "de_lowest_kcal_mol": 52.4, "homo_energy_ev": -11.553, "gap_ev": 8.604, "e_tot_ha": -781.92909, "elements": ["C", "C", "C", "C", "C", "C", "C", "N", "N", "S", "H", "H", "H", "H", "H", "H", "H", "H", "H", "H", "H", "H", "H"], "xyz": [[2.6391, -1.7542, 0.1066], [-5.0176, -1.7945, 0.3595], [-4.4264, -0.5915, -0.2018], [0.7908, -0.5680, -0.0987], [1.8995, 0.2660, -0.0375], [1.8349, 1.7186, 0.1642], [4.3578, -0.0007, 0.4578], [1.3327, -1.8118, -0.0450], [3.0382, -0.4948, 0.0209], [-2.8730, -0.2191, -0.4714], [3.4138, -2.4592, 0.0891], [-6.0282, -1.7328, 0.8712], [-5.1611, -2.6132, -0.4069], [-5.1088, 0.0085, -0.7038], [-0.3080, -0.4435, -0.2196], [-4.2513, -2.2368, 1.0700], [2.6538, 2.1284, 0.7079], [0.9630, 2.0174, 0.7448], [1.7065, 2.3786, -0.6690], [4.3205, 0.4691, 1.4116], [4.7372, 0.9536, -0.1696], [5.2003, -0.5682, 0.4597], [0.7569, -2.6466, -0.0736]]}

=====

(7)
{"formula": "C6H27N2O6", "method": "wB97M-V/def2-TZVPD", "lumo_energy_ev": [0.196, 0.053], "de_lowest_kcal_mol": 12.9, "homo_energy_ev": [-3.027, -8.049], "gap_ev": [3.223, 8.101], "multiplicity": 2, "e_tot_ha": -805.52274, "elements": ["C", "C", "C", "C", "C", "N", "C", "N", "H", "H", "H", "H", "H", "H", "H", "H", "H", "H", "H", "H", "H", "H", "H", "H", "H", "O", "H", "H", "O", "H", "H", "O", "H", "H", "O", "H", "H", "O", "H", "H", "O"], "xyz": [[-2.7310, -0.4227, -1.1503], [-1.5246, 0.4177, -1.1295], [-0.5344, -0.2112, -2.1450], [0.7261, 0.5773, -2.2303], [0.6142, 1.9178, -2.4422], [1.5388, 2.7958, -2.0545], [1.9100, -0.2505, -2.3642], [-1.0458, 0.4778, 0.3689], [-3.2514, -0.5033, -0.2064], [-2.4565, -1.5450, -1.1332], [-3.2329, -0.4165, -2.0833], [-1.6404, 1.5594, -1.3321], [-0.2980, -1.1655, -1.6882], [-0.9044, -0.3144, -3.1688], [-0.4553, 2.2642, -2.6343], [1.7600, 3.6291, -2.5054], [2.4397, 2.5667, -1.7042], [1.6816, -1.2971, -1.9977], [2.1197, -0.5009, -3.3894], [2.8526, 0.1623, -1.8860], [-1.1472, -0.5314, 0.8779], [-1.6332, 1.1125, 0.9143], [-0.0152, 0.7223, 0.4700], [2.1061, -0.7529, 1.5315], [2.4790, -0.5406, 0.0349], [2.0289, -0.2751, 0.7214], [2.6456, 1.3859, 0.8389], [3.2314, 2.2309, 1.9965], [3.3399, 2.0456, 1.1055], [-2.6568, -1.2774, 3.2854], [-1.2536, -0.5550, 2.8033], [-2.2808, -0.5235, 2.9117], [0.6352, -2.6209, 3.0168], [-0.5454, -2.1869, 2.1184], [0.1740, -1.8668, 2.7013], [-0.1726, 0.7527, 3.1661], [-0.6028, 2.2153, 3.0707], [-0.1610, 1.5186, 2.5287], [-0.5769, -3.8108, 0.4373], [-1.9912, -3.6614, 1.3662], [-1.1715, -3.1220, 0.9798]]}

=====

(8)
{"formula": "C41H52CaN2P2SSi2", "method": "wB97M-V/def2-TZVPD", "lumo_energy_ev": 0.007, "de_lowest_kcal_mol": 14.7, "homo_energy_ev": -5.563, "gap_ev": 5.570, "e_tot_ha": -4040.56043, "elements": ["Ca", "C", "C", "P", "C", "C", "C", "C", "C", "C", "C", "C", "C", "C", "C", "C", "P", "C", "C", "C", "C", "C", "C", "C", "C", "C", "C", "C", "C", "H", "H", "H", "H", "H", "H", "H", "H", "H", "H", "H", "H", "H", "H", "H", "H", "H", "H", "H", "H", "H", "H", "H", "H", "C", "Si", "C", "C", "C", "C", "C", "C", "C", "Si", "C", "C", "H", "H", "H", "H", "H", "H", "H", "H", "H", "H", "H", "H", "H", "H", "H", "H", "C", "C", "N", "C", "S", "N", "C", "C", "H", "H", "H", "H", "H", "H", "H", "H", "H", "H", "H", "H"], "xyz": [[-0.2746, 0.8514, -1.9214], [0.5014, -2.7030, -0.3091], [0.1715, -2.4976, 1.1752], [0.9284, -0.9272, 1.8164], [2.3437, -1.5717, 2.7983], [3.6203, -1.0949, 2.5240], [4.7146, -1.5413, 3.2529], [4.5394, -2.4746, 4.2626], [3.2668, -2.9544, 4.5493], [2.1775, -2.5006, 3.8238], [-0.1694, -0.4664, 3.2129], [0.2614, 0.6295, 3.9658], [-0.4849, 1.1039, 5.0296], [-1.6923, 0.4994, 5.3576], [-2.1312, -0.5902, 4.6240], [-1.3698, -1.0744, 3.5649], [2.2714, -2.3089, -0.7466], [2.0405, -1.0150, -2.0412], [2.6082, 0.2418, -1.8259], [2.4820, 1.2581, -2.7728], [1.7941, 1.0265, -3.9548], [1.2171, -0.2271, -4.1789], [1.3331, -1.2314, -3.2320], [2.7092, -3.7638, -1.7764], [3.4728, -3.6447, -2.9369], [3.8889, -4.7710, -3.6322], [3.5579, -6.0376, -3.1745], [2.8180, -6.1705, -2.0084], [2.4043, -5.0444, -1.3137], [-0.1396, -2.0429, -0.8993], [0.2717, -3.7213, -0.6265], [0.4764, -3.3495, 1.7850], [-0.9114, -2.4029, 1.2549], [3.7569, -0.3719, 1.7283], [5.7028, -1.1601, 3.0301], [5.3910, -2.8257, 4.8309], [3.1248, -3.6749, 5.3448], [1.1833, -2.8591, 4.0693], [1.1864, 1.1284, 3.6975], [-0.1346, 1.9589, 5.5928], [-2.2831, 0.8735, 6.1834], [-3.0622, -1.0789, 4.8864], [-1.7164, -1.9502, 3.0315], [3.1317, 0.4389, -0.8978], [2.8987, 2.2368, -2.5723], [1.6822, 1.8151, -4.6854], [0.6593, -0.4041, -5.0897], [0.8787, -2.1980, -3.4161], [3.7479, -2.6644, -3.3065], [4.4745, -4.6566, -4.5353], [3.8796, -6.9153, -3.7193], [2.5665, -7.1546, -1.6340], [1.8458, -5.1706, -0.3926], [-1.0580, 3.0721, 1.7608], [0.1034, 2.7721, 0.2675], [1.8624, 2.8134, 1.0425], [-0.0106, 4.4826, -0.6263], [0.3855, 5.5970, 0.1315], [0.3046, 6.8926, -0.3469], [-0.1964, 7.1120, -1.6232], [-0.5932, 6.0292, -2.3879], [-0.5089, 4.7046, -1.9290], [-1.0827, 3.3364, -3.1703], [-0.2954, 3.9205, -4.8256], [-2.9312, 3.7442, -3.4458], [-0.6787, 3.8697, 2.4083], [-1.2081, 2.1819, 2.3775], [-2.0365, 3.3934, 1.3907], [1.9755, 3.6058, 1.7906], [2.6185, 2.9925, 0.2711], [2.1022, 1.8608, 1.5242], [0.7691, 5.4474, 1.1370], [0.6243, 7.7246, 0.2703], [-0.2781, 8.1185, -2.0175], [-0.9856, 6.2223, -3.3816], [-0.6637, 4.8962, -5.1573], [-0.5157, 3.2055, -5.6254], [0.7935, 4.0038, -4.7439], [-3.0799, 4.7934, -3.7210], [-3.5065, 3.5565, -2.5343], [-3.3603, 3.1226, -4.2367], [-5.0935, -3.5502, 0.9393], [-3.5748, -3.6080, 0.8270], [-3.0512, -2.9038, -0.3327], [-2.9182, -1.5704, -0.4721], [-2.4951, -0.9725, -2.0145], [-3.1530, -0.8103, 0.5917], [-3.1203, 0.6510, 0.6511], [-4.3756, 1.2958, 0.0918], [-5.4269, -4.0866, 1.8279], [-5.5573, -4.0091, 0.0666], [-5.4555, -2.5234, 1.0045], [-3.2414, -4.6417, 0.7429], [-3.0982, -3.2185, 1.7309], [-2.8865, -3.4200, -1.1807], [-3.4510, -1.2702, 1.4371], [-2.2286, 1.0132, 0.1395], [-2.9762, 0.9026, 1.7010], [-4.4978, 1.0516, -0.9634], [-4.2961, 2.3792, 0.1828], [-5.2633, 0.9691, 0.6372]]}